(1)
Entry from OMol25: an isolated molecule of C5H8O (wB97M-V/def2-TZVPD).

Each line ends with the Löwdin charge.
Positions of all 14 atoms, in Å:
C1 0.38601 1.79224 -2.05176  -0.003
C2 0.37958 0.62790 -1.38987  -0.203
C3 -0.46998 0.32593 -0.24364  -0.089
C4 -0.19592 -0.58877 0.69901  -0.387
C5 -1.11802 -0.89369 1.82300  -0.035
O1 1.03581 -1.13127 0.87893  0.050
H1 0.86520 1.80520 -3.02362  0.051
H2 -0.22383 2.57801 -1.61729  0.057
H3 1.15599 -0.10462 -1.59821  0.091
H4 -1.33632 0.95896 -0.14948  0.111
H5 -0.68075 -1.62239 2.50522  0.080
H6 -2.08781 -1.28279 1.49870  0.086
H7 -1.37089 -0.05165 2.47849  0.089
H8 1.62280 -0.95108 0.12158  0.103

Values from the calculation:
ΔE to the lowest compared entry with this formula, charge and spin: 151.65 kJ/mol
E: -270.500134 Eh
SMILES: C=C/C=C(/C)O

=====

(2)
Entry from OMol25: C32H57IrO5Si4Te as an isolated structure (wB97M-V/def2-TZVPD).

Each line ends with the Mulliken spin population.
Positions of all 100 atoms, in Å:
C1 -2.27258 -3.50232 -5.56602  -0.008
C2 -2.48292 -2.33340 -4.60147  0.006
C3 -0.74721 -3.75283 -5.64943  0.004
C4 -0.09134 -2.49392 -5.04479  0.022
H1 -0.48157 -3.86276 -6.70668  0.000
H2 -0.48682 -4.67702 -5.12473  0.001
C5 -1.22979 -1.47563 -4.76551  -0.015
H3 -2.52821 -2.76345 -3.59009  0.001
H4 -3.41564 -1.79324 -4.80627  0.001
C6 -0.85263 -0.76623 -3.49504  0.017
H5 -1.36538 -0.77142 -5.60218  0.001
H6 0.63350 -2.05423 -5.74698  0.006
C7 0.61992 -2.61971 -3.65056  -0.144
C8 -3.10728 -4.69973 -5.14668  0.002
C9 -2.85703 -3.22419 -6.94837  0.000
O1 -2.34328 -3.54283 -8.00803  0.000
O2 -3.33123 -5.00697 -3.98247  -0.002
O3 -3.59583 -5.38013 -6.19379  0.000
O4 -4.03014 -2.57211 -6.90291  0.000
C10 -4.59057 -2.38755 -8.20502  0.000
H7 -5.56501 -1.92971 -8.03654  0.000
H8 -4.68345 -3.35805 -8.70242  0.000
H9 -3.93724 -1.73979 -8.80046  0.000
C11 -4.40747 -6.49289 -5.81975  0.000
H10 -3.89030 -7.13066 -5.09273  0.000
H11 -4.59868 -7.02217 -6.75206  0.000
H12 -5.34675 -6.14140 -5.37345  0.000
O5 -0.02814 -1.63477 -2.73257  0.001
H13 -1.71473 -0.46991 -2.88353  -0.006
H14 -0.28097 0.13853 -3.74783  0.008
C12 2.08627 -2.22243 -3.76104  0.026
C13 0.52351 -3.99078 -2.99837  0.025
H15 1.04790 -4.73684 -3.61340  -0.001
H16 -0.51971 -4.29939 -2.85058  0.002
H17 1.02166 -3.96925 -2.02133  0.008
H18 2.56504 -2.28615 -2.77601  0.022
H19 2.17582 -1.19094 -4.12997  0.002
H20 2.61917 -2.89549 -4.44863  -0.004
Ir1 -0.05576 0.78024 -0.06527  1.641
C14 1.06246 2.59313 -0.82951  0.221
C15 0.48860 1.87713 -1.91875  0.113
C16 -0.94853 1.90077 -1.75885  0.171
H21 1.03301 1.39218 -2.72465  0.045
C17 -1.25352 2.60129 -0.54457  0.006
C18 -0.01511 3.02980 0.03587  -0.076
H22 0.10395 3.58887 0.95635  0.108
H23 2.12322 2.77105 -0.68247  0.016
H24 -1.65850 1.47335 -2.46093  -0.003
H25 -2.24945 2.75548 -0.13141  -0.010
C19 -0.11578 -1.61035 1.66798  0.491
C20 -1.26679 -1.18523 2.37931  -0.036
C21 -2.16054 -0.54175 1.52006  0.425
H26 -1.45015 -1.37646 3.43475  0.004
C22 -1.61904 -0.52261 0.17590  -0.010
C23 -0.27336 -1.19812 0.26829  -0.032
H27 0.06825 -1.80017 -0.57346  0.147
H28 0.64166 -2.30393 2.01533  -0.035
H29 -3.15408 -0.17232 1.76554  0.001
H30 -2.21760 -0.57037 -0.73760  0.017
C24 2.49104 4.74509 1.87979  0.042
Si1 1.56771 4.36449 3.47643  0.164
C25 2.42841 5.27003 4.88830  0.105
C26 -0.21663 4.96295 3.40669  0.022
Si2 1.63621 2.05039 3.77832  0.160
Te1 1.71147 0.48691 1.78915  0.944
Si3 3.69359 1.63522 4.80567  0.070
C27 3.85871 2.38656 6.52807  0.031
C28 3.90465 -0.22612 4.97300  0.037
C29 5.01895 2.35953 3.67861  0.032
Si4 0.04742 1.65432 5.44103  0.019
C30 0.24045 2.90770 6.84178  0.103
C31 -1.66147 1.82076 4.67855  0.060
C32 0.29830 -0.08871 6.10014  0.023
H31 2.70380 5.82450 1.87696  -0.010
H32 1.90568 4.52583 0.97934  0.011
H33 3.44382 4.20423 1.80340  0.003
H34 2.36168 6.34262 4.64965  -0.003
H35 1.94360 5.11153 5.86085  0.013
H36 3.49221 5.01288 4.97901  -0.010
H37 -0.81775 4.45879 2.63983  0.001
H38 -0.73930 4.85561 4.36644  0.000
H39 -0.18880 6.03504 3.16204  0.005
H40 3.10703 2.00312 7.22969  0.009
H41 4.84847 2.07920 6.90031  -0.003
H42 3.81785 3.48285 6.53740  0.003
H43 3.88340 -0.73544 4.00175  0.006
H44 4.88970 -0.40376 5.42950  -0.005
H45 3.14071 -0.68833 5.61125  -0.003
H46 4.95928 1.95718 2.65822  -0.007
H47 4.97928 3.45571 3.61597  0.001
H48 5.99308 2.07378 4.10377  -0.001
H49 -0.01506 3.93125 6.53386  -0.003
H50 -0.46970 2.60492 7.62679  -0.001
H51 1.24234 2.92220 7.28799  0.005
H52 -1.73125 1.36437 3.68176  0.006
H53 -2.36412 1.29413 5.34126  -0.008
H54 -1.98081 2.86866 4.60131  -0.002
H55 0.34439 -0.83528 5.29489  -0.002
H56 1.20677 -0.17980 6.71175  0.001
H57 -0.56894 -0.32514 6.73526  0.000

Values from the calculation:
E: -3159.938303 Eh
Spin multiplicity: 6
⟨S²⟩: 8.78
Charge: -1

=====

What is the formula in the first record? C5H8O

=====

Which value of E does entry 2 give? -3159.938303 Eh